ORCA calculation (ωB97M-V with the def2-TZVPD basis set) on a cluster of 4 separate species, H6IO3 in total in a non-equilibrium geometry.

Summary:
energy	-14343.696	eV
ΔE to the lowest compared entry with this formula, charge and spin	0.286	eV

Structure (ORCA input):
```
! RIJCOSX wB97M-V def2-TZVPD def2/J DEFGRID3
* xyz -1 1
I -0.65 1.44 -0.24
O -1.80 -1.76 -0.92
H -1.69 -0.82 -0.85
H -2.42 -1.95 -0.23
O 2.45 2.39 -1.61
H 2.82 1.93 -0.82
H 1.51 2.52 -1.29
O -0.35 -1.30 2.23
H 0.35 -1.90 2.08
H -0.23 -0.55 1.65
*
```

=====

ORCA calculation (ωB97M-V with the def2-TZVPD basis set) on a structure of composition C27H43BBeBr3Cl2F6N3NaO17S4 in a non-equilibrium geometry.

Summary:
energy	-368271.767	eV

Structure (ORCA input):
```
! RIJCOSX wB97M-V def2-TZVPD def2/J DEFGRID3
* xyz -1 1
C -2.59 5.86 -3.92
C -1.95 5.75 -5.37
C -1.52 4.27 -5.75
C -2.71 3.22 -5.62
C -2.03 1.79 -5.45
C -3.05 0.62 -5.18
C -3.90 0.80 -3.84
C -3.26 -0.01 -2.61
C -1.86 0.69 -2.29
C -1.45 0.54 -0.74
C -0.17 -0.43 -0.76
N 0.17 -1.08 0.57
C -0.22 -0.06 1.58
Br -1.89 -0.14 2.65
C 0.46 1.11 1.84
C 1.75 1.53 1.11
Br -0.14 2.44 3.17
C -0.89 -2.18 0.69
O -0.92 -2.80 1.96
C -0.63 -3.44 -0.26
Cl -2.11 -4.49 -0.07
O 0.45 -4.12 0.39
C 1.56 -3.27 0.10
N 2.81 -4.00 0.46
C 3.11 -4.69 -0.52
S 3.28 -5.61 -1.83
C 1.50 -1.75 0.69
B 2.82 -1.24 -0.11
O 4.07 -1.34 0.59
C 3.04 -0.66 -1.59
C 2.36 -1.38 -2.82
C 1.97 -1.86 2.23
O 2.43 -0.90 2.87
O 1.81 -2.95 2.92
H -2.46 6.93 -3.59
H -2.02 5.22 -3.17
H -3.69 5.65 -3.91
H -2.62 6.20 -6.15
H -1.00 6.36 -5.34
H -1.09 4.31 -6.79
H -0.67 3.98 -5.06
H -3.24 3.25 -6.62
H -3.42 3.47 -4.79
H -1.24 1.91 -4.64
H -1.53 1.57 -6.44
H -3.80 0.64 -6.09
H -2.53 -0.38 -5.23
H -4.91 0.39 -4.06
H -3.97 1.87 -3.52
H -3.15 -1.07 -2.98
H -3.96 0.00 -1.74
H -1.96 1.79 -2.53
H -1.09 0.26 -2.99
H -1.17 1.58 -0.42
H -2.34 0.12 -0.23
H 0.59 0.29 -1.14
H -0.37 -1.14 -1.59
H 1.94 2.63 1.29
H 2.69 1.04 1.51
H 1.78 1.42 0.00
H -1.93 -1.85 0.49
H -1.87 -2.90 2.25
H -0.51 -3.24 -1.34
H 1.59 -3.22 -1.04
H 4.55 -2.06 0.14
H 4.14 -0.59 -1.87
H 2.70 0.42 -1.63
H 2.62 -2.48 -2.80
H 1.27 -1.18 -2.97
H 2.87 -0.99 -3.75
C 6.89 -5.00 -4.47
F 6.96 -6.13 -5.20
F 6.49 -5.35 -3.24
F 8.16 -4.55 -4.35
S 5.78 -3.74 -5.24
O 4.48 -4.36 -5.31
O 6.36 -3.46 -6.56
O 5.83 -2.58 -4.35
Na 6.27 -1.26 -6.12
Be -1.12 4.27 -1.75
C 3.32 0.10 5.84
C 2.37 -0.73 6.68
O 2.47 -0.19 8.00
S 2.77 1.39 7.90
O 1.53 2.09 8.05
O 3.91 1.69 8.69
O 3.19 1.44 6.35
H 4.36 -0.21 5.99
H 3.08 0.07 4.78
H 2.63 -1.79 6.67
H 1.34 -0.61 6.34
C -0.87 4.10 9.36
N -2.34 4.27 9.25
O -3.05 3.47 9.82
O -2.74 5.22 8.59
H -0.66 3.23 9.97
H -0.48 3.97 8.35
H -0.47 5.00 9.82
C -4.96 -2.49 4.76
F -4.65 -1.16 4.84
F -4.09 -3.13 5.56
F -6.16 -2.63 5.33
S -4.90 -3.09 3.00
O -3.52 -2.84 2.58
O -5.88 -2.29 2.31
O -5.23 -4.50 3.09
Br -3.82 0.98 4.44
Cl -5.76 0.38 -6.12
*
```